10
Properties=species:S:1:pos:R:3 method="wB97M-V/def2-TZVPD" orbital_gap_ev="7.593 / 7.595" e_homo_ev="-8.72 / -8.72" spin_multiplicity=1 relative_energy_ev=5.458 lumo_energy_ev="-1.13 / -1.13"
C 0.88879 -1.17212 -0.23160
C -0.75281 0.48722 -0.33445
O 1.21597 -0.05832 2.21828
S 1.24829 -2.26929 -1.23169
S 2.84256 0.94260 -0.04055
S 1.95173 -0.42965 1.01795
H -0.49933 1.00615 0.62886
H -1.58077 -0.30443 -0.40279
H -0.45515 1.09777 -1.22655
H 2.89179 -1.52884 1.04632


9
Properties=species:S:1:pos:R:3 method="wB97M-V/def2-TZVPD" orbital_gap_ev=6.847 e_homo_ev=-8.77 spin_multiplicity=1 relative_energy_ev=1.508 lumo_energy_ev=-1.93 smiles="[H]/P=C(/C)P=S"
H 0.47439 -2.60379 -0.33969
P 1.32059 -1.69811 0.10641
C 0.11631 -0.43330 0.20649
C 0.55668 1.01417 -0.00730
P -1.57619 -0.95353 0.02348
S -2.64022 0.67727 0.12433
H 0.16545 1.32733 -0.98602
H 1.66874 1.04002 0.18991
H -0.08576 1.62995 0.68239


8
Properties=species:S:1:pos:R:3 method="wB97M-V/def2-TZVPD" orbital_gap_ev=8.488 e_homo_ev=-8.79 spin_multiplicity=1 relative_energy_ev=2.103 lumo_energy_ev=-0.31 smiles="CC(=S)S"
C -0.62698 0.00958 -0.41909
C 0.32161 0.50010 0.76407
S -0.53346 1.37614 1.85734
S 1.81115 -0.34185 0.44147
H -0.82862 -1.06603 0.07401
H -0.21388 -0.40757 -1.48021
H -1.60547 0.74849 -0.30194
H 1.67565 -0.81886 -0.93566


9
Properties=species:S:1:pos:R:3 method="wB97M-V/def2-TZVPD" orbital_gap_ev=8.455 e_homo_ev=-8.85 spin_multiplicity=1 relative_energy_ev=0.340 lumo_energy_ev=-0.39 smiles="S=C(S)CS"
S -1.50371 -1.65900 -0.00417
C -0.70520 -0.28192 0.04279
S -1.37529 1.26237 -0.56784
C 0.69241 -0.17791 0.64796
S 2.02207 -0.50001 -0.56110
H -2.57087 0.72908 -0.94058
H 0.74532 0.85575 1.09752
H 0.76407 -0.91235 1.44991
H 1.93120 0.68400 -1.16448


7
Properties=species:S:1:pos:R:3 method="wB97M-V/def2-TZVPD" orbital_gap_ev=10.501 e_homo_ev=-9.50 spin_multiplicity=1 relative_energy_ev=0.905 lumo_energy_ev=1.00 smiles="C1=C[SiH2]1"
C -0.21653 -0.73997 0.69508
C -0.10864 0.70020 0.68151
Si 0.24522 -0.01855 -0.99503
H -0.61187 -1.56154 1.36021
H -0.27811 1.45596 1.37307
H 1.59703 -0.23805 -1.01392
H -0.62710 0.40196 -2.10094


19
Properties=species:S:1:pos:R:3 method="wB97M-V/def2-TZVPD" charge=-1 orbital_gap_ev=7.034 e_homo_ev=-4.98 spin_multiplicity=1 relative_energy_ev=0.000 lumo_energy_ev=2.05
Al 0.60897 2.35507 -0.06657
N 0.67432 0.36955 0.38974
N 0.22419 0.27575 1.71785
C 0.32678 1.46621 2.45446
O 0.25665 1.43653 3.65745
O 0.48128 2.53854 1.70359
H 0.04728 -0.11811 -0.24915
H 1.61463 0.00582 0.23989
H 0.44220 -0.56817 2.22234
Br -1.30921 -3.30087 2.12408
C -1.89477 -3.63909 0.31032
Br -1.04893 -2.49930 -0.98250
H -2.96258 -3.46277 0.27809
H -1.64247 -4.66503 0.08204
Se 0.88800 3.04333 -5.11347
Sb 0.84803 1.87586 -3.04477
Se 2.52713 2.80599 -1.28355
Se -1.15317 2.60617 -1.56712
Se 1.07166 -0.52549 -2.87271


8
Properties=species:S:1:pos:R:3 method="wB97M-V/def2-TZVPD" orbital_gap_ev=10.304 e_homo_ev=-10.45 spin_multiplicity=1 relative_energy_ev=1.548 lumo_energy_ev=-0.15 smiles="BC=C"
B 0.45750 1.03704 0.66087
C 0.50532 -0.35658 -0.24951
C -0.52310 -1.05446 -0.60846
H -0.50424 1.26762 1.08705
H 1.28127 2.11877 1.01494
H 1.54483 -0.77166 -0.19206
H -0.51996 -2.08291 -0.91132
H -1.52828 -0.40743 -0.67646


8
Properties=species:S:1:pos:R:3 method="wB97M-V/def2-TZVPD" orbital_gap_ev=10.086 e_homo_ev=-9.88 spin_multiplicity=1 relative_energy_ev=2.069 lumo_energy_ev=0.20
B 0.94631 0.32865 0.06815
C -0.49104 0.52277 0.20889
C 0.04261 -0.91641 0.02798
H 1.87154 0.70288 -0.46358
H -1.07922 1.07218 1.03881
H -0.84769 1.05497 -1.06242
H -0.40790 -1.37892 -0.80533
H -0.03461 -1.38613 0.98750


Number 1: electronic energy -36686.602 eV. Number 2: electronic energy -31549.756 eV. Number 3: electronic energy -23806.775 eV. Number 4: electronic energy -34643.886 eV. Number 5: electronic energy -10012.961 eV. Number 6: electronic energy -423843.738 eV. Number 7: electronic energy -2828.228 eV. Number 8: electronic energy -2827.708 eV.